Entry from the OMol25 dataset: a 2-piece molecular cluster, C5H9O3P overall at a distorted geometry (ωB97M-V/def2-TZVPD).

The calculation puts the frontier orbital gap at 0.2007 Eh. The value obtained for the total energy is -20761.0071 eV. The largest force on an atom is 3.524 eV/Å. The energy relative to the best compared isomer or geometry (same formula, charge and spin) comes out at 0.0 kJ/mol. The value obtained for the HOMO energy is 0.7670 eV. As for the total charge: -2. The calculation puts the LUMO energy at 0.2288 Ha.

Positions of all 18 atoms, in Å:
C 0.25 0.91 3.11
C 0.48 0.56 1.81
C -0.02 -1.95 -1.41
C -1.56 -0.13 -0.77
C -0.19 -0.66 -1.09
O 2.34 0.19 -0.78
O 1.12 0.51 -2.98
O 0.41 1.96 -0.94
P 1.05 0.59 -1.47
H -0.37 1.80 3.19
H 0.44 0.14 3.83
H 0.14 1.26 1.05
H 0.95 -2.40 -1.48
H 1.20 -0.25 1.48
H -0.81 -2.59 -1.33
H -1.67 0.65 -1.46
H -1.42 0.27 0.21
H -2.33 -0.86 -0.96